Entry 1:
The following is a quantum chemistry calculation of a single C3H7N3O molecule, from the Open Molecules 2025 dataset.

## Properties
SMILES = [H]/N=C/NC(=O)NC
energy relative to the best compared isomer or geometry (same formula, charge and spin) = 0.286 eV
charge = 0
gap between HOMO and LUMO = 10.566 eV

Last column: Mulliken charge in e.
CARTESIAN COORDINATES (ANGSTROEM)
H (-4.05979, 0.03319, -0.85320)  0.259
N (-3.32478, 0.26113, -0.18777)  -0.639
C (-2.23317, -0.27421, -0.55035)  0.031
N (-1.08768, -0.09973, 0.21294)  -0.267
C (0.17675, -0.30629, -0.32131)  0.536
O (0.36276, -0.74382, -1.43986)  -0.593
N (1.18334, 0.11583, 0.53576)  -0.301
C (2.48277, 0.36579, -0.05691)  -0.791
H (-2.05524, -0.88294, -1.43900)  0.334
H (-1.17043, 0.56262, 0.97288)  0.310
H (1.17935, -0.31201, 1.45074)  0.264
H (2.39589, 1.23060, -0.71816)  0.259
H (2.86485, -0.47360, -0.64215)  0.290
H (3.18862, 0.62130, 0.73435)  0.308

Forces on the atoms, in the same order (eV/Å):
H 0.0458 0.0212 0.0864
N 0.2105 -0.2184 -0.1754
C -0.1090 0.0055 0.0364
N -0.0757 0.0350 0.0290
C -0.0082 -0.0249 -0.2329
O -0.0300 0.2988 0.3023
N -0.0626 -0.1113 0.0010
C 0.2254 0.0401 -0.0939
H -0.0840 0.0778 0.0900
H 0.0115 -0.1282 -0.0343
H -0.1122 0.1840 -0.0419
H 0.0830 -0.1027 0.0035
H -0.0231 -0.0032 0.0902
H -0.0714 -0.0738 -0.0603

Entry 2:
The following is a quantum chemistry calculation of a single C3H7N3O molecule, from the Open Molecules 2025 dataset.

## Properties
SMILES = C/N=C(\N)C(N)=O
energy relative to the best compared isomer or geometry (same formula, charge and spin) = 0.142 eV
charge = 0
gap between HOMO and LUMO = 10.179 eV

Last column: Mulliken charge in e.
CARTESIAN COORDINATES (ANGSTROEM)
C (-1.51144, 0.25305, 1.41235)  -0.853
N (-0.77458, -0.36701, 0.33824)  -0.533
C (0.17657, 0.27198, -0.22334)  0.536
N (0.56497, 1.57393, -0.08535)  -0.435
C (1.15279, -0.54996, -1.05499)  0.412
N (0.75284, -1.82436, -1.21991)  -0.344
O (2.19575, -0.05916, -1.46321)  -0.651
H (-1.99108, 1.21426, 1.17206)  0.253
H (-0.82464, 0.41536, 2.25486)  0.330
H (-2.28910, -0.43695, 1.74578)  0.286
H (1.35268, 1.82888, -0.66768)  0.253
H (-0.12447, 2.29027, 0.08584)  0.222
H (-0.08447, -2.10371, -0.72399)  0.275
H (1.40418, -2.50657, -1.57067)  0.249

Forces on the atoms, in the same order (eV/Å):
C -0.1551 0.1086 0.1487
N 0.3561 0.1824 -0.1072
C -0.1479 -0.1829 0.1894
N -0.0849 0.0447 -0.0057
C 0.2079 -0.0226 -0.1133
N 0.1260 -0.0492 -0.0466
O -0.3993 -0.1680 0.0405
H 0.1013 -0.1248 -0.0765
H -0.1455 0.1173 -0.0522
H 0.0318 0.1575 -0.0318
H -0.0983 -0.0284 0.0400
H 0.0897 -0.2011 0.1209
H 0.1820 0.0537 -0.0479
H -0.0638 0.1127 -0.0583

Entry 3:
The following is a quantum chemistry calculation of 2 unconnected molecules or ions with the total composition C3H7N3O, from the Open Molecules 2025 dataset.

## Properties
energy relative to the best compared isomer or geometry (same formula, charge and spin) = 4.549 eV
charge = +2
gap between HOMO and LUMO = 10.964 eV

Last column: Mulliken charge in e.
CARTESIAN COORDINATES (ANGSTROEM)
C (2.17862, -0.27680, -0.29444)  0.457
C (-2.41073, -0.15060, 0.01604)  0.263
C (3.37434, -0.24729, 0.34053)  -0.797
N (1.05460, -0.29569, -0.66087)  -0.053
N (-3.17469, -1.14463, -0.06333)  -0.278
N (-2.26814, 1.01733, 0.09510)  0.230
O (-1.42048, 1.99179, 0.17990)  -0.253
H (3.36375, 0.66427, 0.92696)  0.319
H (4.11105, -0.06194, -0.36992)  0.352
H (3.85770, -1.07557, 0.80874)  0.389
H (-3.30642, -1.66637, 0.72962)  0.284
H (-3.94242, -1.36052, -0.78170)  0.347
H (0.43600, -0.19502, -1.40867)  0.329
H (-1.85319, 2.80103, 0.48202)  0.410

Forces on the atoms, in the same order (eV/Å):
C -5.8961 -1.1625 -1.4711
C -1.2924 2.5531 -0.3391
C 1.5572 1.1213 1.3055
N 4.9316 0.1193 1.8551
N -1.8419 -1.4353 -3.0470
N 0.3029 0.0604 0.8335
O 1.4210 -0.3723 -0.7566
H 0.1217 0.1814 0.6809
H 1.4965 0.7588 -1.9907
H -0.6874 -1.1376 0.8264
H -0.1749 -1.8079 2.5727
H 1.8788 0.8037 0.6710
H -1.1279 0.1097 -1.3266
H -0.6891 0.2081 0.1859

Entry 4:
The following is a quantum chemistry calculation of 2 unconnected molecules or ions with the total composition C3H7N3O2, from the Open Molecules 2025 dataset.

## Properties
SMILES = NC(N)=O.C=CN=O
energy relative to the best compared isomer or geometry (same formula, charge and spin) = 3.722 eV
charge = 0
gap between HOMO and LUMO (spin up / spin down) = 8.543 / 8.543 eV

Last column: Mulliken charge in e.
CARTESIAN COORDINATES (ANGSTROEM)
N (-0.17720, -0.23900, 2.11144)  -0.383
C (-0.25802, 0.80329, 1.23263)  0.520
N (0.80359, 1.66620, 1.28110)  -0.468
O (-1.22485, 0.98845, 0.52307)  -0.598
H (-0.88294, -0.94989, 2.03030)  0.234
H (0.70981, -0.51506, 2.49321)  0.209
H (0.83139, 2.36189, 0.55449)  0.236
H (1.69556, 1.34058, 1.61116)  0.228
C (-1.09156, -1.22505, -2.11562)  -0.531
C (-0.03703, -0.47735, -1.78269)  0.136
N (0.80303, -0.95391, -0.79005)  -0.149
O (1.72227, -0.21576, -0.43655)  -0.308
H (-1.26048, -2.16923, -1.62602)  0.269
H (-1.80398, -0.90673, -2.85604)  0.247
H (0.17040, 0.49157, -2.23042)  0.357

Forces on the atoms, in the same order (eV/Å):
N -0.0234 -0.2259 0.2374
C 0.1225 0.1974 0.4429
N 0.0867 0.3883 0.1760
O -0.3320 0.0854 -0.2824
H 0.0535 0.0415 -0.0908
H -0.0285 -0.0244 -0.0158
H -0.0305 -0.1357 -0.0018
H -0.0339 0.0048 -0.0458
C 0.5100 0.1433 0.2253
C -0.6884 0.5885 -1.0418
N 1.4501 -0.2284 1.3333
O -1.1180 -0.7583 -1.0464
H 0.0217 -0.1644 0.1209
H -0.0593 0.1133 -0.1254
H 0.0694 -0.0254 0.1144

Entry 5:
The following is a quantum chemistry calculation of a single C3H7N3O2 molecule, from the Open Molecules 2025 dataset.

## Properties
SMILES = CNNC(=O)NC=O
energy relative to the best compared isomer or geometry (same formula, charge and spin) = 6.194 eV
charge = 0
gap between HOMO and LUMO = 9.344 eV

Last column: Mulliken charge in e.
CARTESIAN COORDINATES (ANGSTROEM)
C (2.24444, 0.30627, 0.65261)  -0.594
N (1.83350, 0.38125, -0.70611)  -0.406
N (0.71300, -0.49506, -0.53741)  -0.185
C (-0.54782, 0.31141, -0.39132)  0.398
O (-0.65680, 1.56343, -0.38529)  -0.568
N (-1.48070, -0.64630, -0.28925)  -0.318
C (-2.84266, -0.25153, -0.01029)  0.149
O (-3.28035, 0.94657, 0.10135)  -0.462
H (3.18680, 1.14987, 0.85129)  0.280
H (1.38410, 0.40984, 1.52847)  0.177
H (2.39093, -0.90642, 0.71283)  0.242
H (1.51094, 1.32855, -1.09486)  0.352
H (0.34916, -1.27845, -1.07140)  0.293
H (-1.39833, -1.55541, 0.55404)  0.380
H (-3.40619, -1.26400, 0.08535)  0.261

Forces on the atoms, in the same order (eV/Å):
C 2.0839 0.0033 3.3067
N -1.3082 -0.2607 -1.1752
N -4.0793 3.6165 -0.5009
C 4.2586 2.6397 0.3123
O 0.5862 -4.5529 -0.2543
N -4.9652 -3.2467 4.2476
C -1.4339 3.5652 0.1742
O 1.7635 -6.2790 -0.6645
H -2.4875 -2.9236 -0.2994
H 1.9112 0.5110 -2.2759
H 0.9842 3.2047 0.6175
H 0.2913 -1.7749 1.1848
H 1.6970 0.0483 -1.1005
H 0.6796 3.5162 -3.6296
H 0.0186 1.9330 0.0572

Entry 6:
The following is a quantum chemistry calculation of a single C3H7N3O2 molecule, from the Open Molecules 2025 dataset.

## Properties
SMILES = CN/N=C1/NOCO1
energy relative to the best compared isomer or geometry (same formula, charge and spin) = 5.807 eV
charge = 0
gap between HOMO and LUMO = 8.990 eV

Last column: Mulliken charge in e.
CARTESIAN COORDINATES (ANGSTROEM)
C (2.02597, -0.74745, 1.00859)  -0.743
N (1.10539, 0.34975, 1.39375)  -0.175
N (-0.23641, 0.32029, 1.31004)  -0.489
C (-0.70252, 0.18004, 0.15579)  0.546
N (-2.16141, 0.17499, -0.11365)  -0.357
O (-2.12748, 0.96363, -1.40983)  -0.319
C (-1.15557, 0.23155, -2.04792)  -0.034
O (-0.09594, 0.14746, -1.04435)  -0.336
H (2.91499, -0.49793, 1.57690)  0.362
H (1.59913, -1.74791, 1.35482)  0.253
H (2.32867, -0.70592, -0.12151)  0.205
H (1.41507, 0.59368, 2.33306)  0.254
H (-2.65190, 0.72280, 0.70829)  0.328
H (-1.32297, -0.85642, -2.28170)  0.230
H (-0.93502, 0.87143, -2.82227)  0.275

Forces on the atoms, in the same order (eV/Å):
C -0.9138 -0.2076 -1.4055
N 3.3578 0.4487 0.8968
N -1.1285 -0.5977 -0.3121
C -2.5463 0.3963 -0.9706
N 0.6075 1.4085 1.3739
O -1.3216 -1.3899 2.1029
C 0.0269 -1.5407 2.2917
O 0.7764 0.0436 -0.1536
H 0.2659 -0.3592 -0.0172
H 0.7160 0.9811 -0.7767
H -0.8754 -0.3850 2.0415
H -0.8731 0.0722 -0.2994
H 1.1869 -0.8514 -2.5399
H -0.6444 1.1677 -0.1086
H 1.3658 0.8136 -2.1232

Entry 7:
The following is a quantum chemistry calculation of 2 unconnected molecules or ions with the total composition C3H7N3O2, from the Open Molecules 2025 dataset.

## Properties
energy relative to the best compared isomer or geometry (same formula, charge and spin) = 11.118 eV
charge = 0
gap between HOMO and LUMO = 7.662 eV

Last column: Mulliken charge in e.
CARTESIAN COORDINATES (ANGSTROEM)
C (2.28061, -0.90665, 0.17897)  -0.550
C (0.22614, 0.22971, -0.26099)  0.450
C (-1.30013, -0.11297, -0.19106)  0.010
H (2.59411, -1.00670, 1.32584)  0.191
H (2.82147, -1.88598, -0.27256)  0.178
H (2.60859, 0.17658, -0.42501)  0.356
H (-1.51463, -1.35212, -0.34312)  0.178
H (-4.33522, 0.70875, -0.30926)  0.277
H (-3.76026, -0.78185, -0.24746)  0.230
H (2.79543, 2.28640, 0.79214)  0.347
N (-2.40427, 0.65890, 0.07601)  -0.196
N (-3.58830, 0.08472, 0.14256)  -0.441
N (0.62070, 1.45316, -0.06128)  -0.250
O (0.93694, -1.03375, -0.20809)  -0.297
O (2.01882, 1.48180, -0.19671)  -0.484

Forces on the atoms, in the same order (eV/Å):
C 4.3232 -1.3535 -1.5514
C -1.8127 -1.6778 2.2853
C -3.1993 -1.3424 0.2422
H -1.4210 0.7865 -2.1643
H -1.2322 2.1668 0.8441
H 0.2231 -4.0799 2.3060
H 0.7722 3.5015 0.3629
H 1.5879 -0.7628 1.4364
H 0.4967 -2.7290 -0.9107
H -3.2757 -2.5067 -3.1945
N 6.2569 -1.6021 -1.5303
N -2.9902 2.9874 -0.2682
N 0.4739 -1.5089 -0.4575
O -2.3541 3.1761 -0.0536
O 2.1513 4.9449 2.6536

Entry 8:
The following is a quantum chemistry calculation of a single C3H7N3O2 molecule, from the Open Molecules 2025 dataset.

## Properties
SMILES = C/N=C\N(O)/C=N/O
energy relative to the best compared isomer or geometry (same formula, charge and spin) = 7.976 eV
charge = 0
gap between HOMO and LUMO = 9.199 eV

Last column: Mulliken charge in e.
CARTESIAN COORDINATES (ANGSTROEM)
C (2.21952, -0.55721, 1.47526)  -0.791
N (1.68361, -1.37998, 0.48821)  -0.458
C (0.75028, -1.49583, -0.40372)  -0.014
N (-0.24893, -0.54270, -0.54445)  0.210
O (-1.27425, -1.13125, -1.40958)  -0.510
C (-0.31138, 0.71892, -0.12359)  0.132
N (-1.43695, 1.28966, -0.15944)  -0.429
O (-1.24765, 2.63639, 0.38769)  -0.435
H (1.55132, -0.19378, 2.34900)  0.296
H (2.74004, 0.37944, 1.05813)  0.286
H (3.15284, -1.03510, 1.92268)  0.260
H (0.64278, -2.42339, -0.90764)  0.440
H (-2.24306, -0.58531, -1.07285)  0.405
H (0.69899, 1.41914, 0.14017)  0.227
H (-2.30230, 2.83380, 0.50769)  0.381

Forces on the atoms, in the same order (eV/Å):
C 1.7254 2.3484 1.4159
N -1.1473 -2.4258 -2.7889
C 2.3671 2.6163 4.6786
N -0.3583 -3.3904 -2.3909
O -3.6046 3.6640 2.4163
C 2.3728 2.8859 0.3989
N 0.0838 1.5251 0.8938
O -4.8970 -0.4578 -0.3237
H 0.6515 -0.6694 -1.4717
H -1.1132 -0.8515 0.2519
H -1.4292 0.1134 -0.1945
H -0.2901 -0.3718 -0.8259
H 4.2887 -2.2092 -1.3256
H -2.7314 -2.5898 -0.4459
H 4.0818 -0.1874 -0.2882